Model 1:
This record from OMol25 describes a gas-phase ion, C6H12N3 (charge +1). The level of theory is ωB97M-V/def2-TZVPD.

```
! RIJCOSX wB97M-V def2-TZVPD def2/J DEFGRID3
* xyz 1 1
N 0.03354 1.41813 -1.16431
N -2.24326 0.94719 -0.82793
N -0.48146 -0.65351 -0.08763
C 0.77035 1.08464 1.15902
C -0.80309 -1.33890 0.97954
C -1.59363 -2.40169 1.07901
C 0.51163 0.39842 -0.23028
C 1.85003 -0.18282 -0.76373
C -1.33792 1.62465 -1.25333
H -0.08875 1.45939 1.62117
H 0.53481 1.52193 -1.96831
H -2.02111 -2.98166 0.27194
H 1.49411 1.79556 0.95530
H 1.56874 -0.97392 -1.51287
H -0.80447 -1.13823 -0.87415
H -1.61590 -2.71873 2.19377
H 1.22221 0.39725 1.77945
H -1.44918 2.43615 -1.97333
H -0.27383 -0.85619 1.83348
H 2.41182 0.71532 -1.30577
H 2.31536 -0.55298 0.08896
*
```

Summary:
LUMO level (spin up / spin down): -6.96 / -4.65 eV
HOMO (spin up / spin down): -0.508 / -0.507 hartree

natural (NBO) atomic charge list, values in e, 6 entries: number 1, N, carries -0.61; number 2, N, carries -0.21; number 3, N, carries -0.34; number 4, C, carries -0.62; number 5, C, carries 0.01; number 6, C, carries -0.21

=====

Model 2:
This record from OMol25 describes a molecular structure, C6H12N3. The level of theory is ωB97M-V/def2-TZVPD.

```
! RIJCOSX wB97M-V def2-TZVPD def2/J DEFGRID3
* xyz 1 1
N -1.26202 1.09049 0.08479
N -1.37597 -1.08465 0.77838
N -1.00766 1.76345 1.31774
C 1.19538 -0.25507 -1.70009
C 0.91888 0.37469 1.25983
C 1.09369 -1.69101 -1.30755
C -0.64247 -0.21057 0.08969
C 0.39917 1.44461 1.80068
C -0.16827 -0.80047 -1.22198
H 0.74144 1.93605 2.67579
H -0.98445 1.49669 -0.77895
H -0.77707 -0.98971 -2.01324
H 1.80091 0.42552 -1.13575
H 1.35163 -1.97807 -0.36990
H -1.51987 -0.90157 1.75518
H 0.94939 -2.37197 -2.08945
H 1.71221 -0.27660 1.36924
H 1.40650 0.06475 -2.62038
H -1.74763 1.37342 2.00971
H -1.15269 2.75861 1.46233
H -1.59273 -2.04469 0.66209
*
```

Summary:
LUMO level: -3.40 eV
HOMO: -0.480 hartree

natural (NBO) atomic charge list, values in e, 6 entries: number 1, N, carries -0.45; number 2, N, carries -0.83; number 3, N, carries -0.38; number 4, C, carries -0.41; number 5, C, carries -0.18; number 6, C, carries -0.36

=====

Model 3:
This record from OMol25 describes 2 unconnected molecules or ions with the total composition C6H12N3. The level of theory is ωB97M-V/def2-TZVPD.

```
! RIJCOSX wB97M-V def2-TZVPD def2/J DEFGRID3
* xyz 1 1
N -0.07672 1.00981 -0.44044
N 0.19091 -0.90145 -0.12168
N -0.00787 -1.15636 1.14194
C -0.95255 -0.24528 1.66839
C 0.03722 1.19891 -1.65105
C 0.92711 -1.80497 2.07150
C 0.69649 -1.57150 -1.10544
C -2.10858 0.17057 1.19443
C 0.13676 2.65239 -2.12414
H 1.18426 -2.50497 -0.94182
H 0.68129 2.78297 -3.08524
H -0.98063 2.94422 -2.32798
H -2.77129 0.97558 1.67373
H 1.87846 -2.16340 1.78254
H -0.02232 0.47823 -2.47249
H -2.35614 -0.14936 0.11821
H 0.42215 -2.68952 2.29072
H 0.88263 -1.28527 3.00368
H -0.76045 -0.03495 2.76129
H 0.77253 3.12529 -1.37292
H 0.73585 -1.11390 -2.07666
*
```

Summary:
LUMO level (spin up / spin down): -5.23 / -5.23 eV
HOMO (spin up / spin down): -0.462 / -0.462 hartree

natural (NBO) atomic charge list, values in e, 6 entries: number 1, N, carries -0.09; number 2, N, carries 0.00; number 3, N, carries -0.21; number 4, C, carries -0.04; number 5, C, carries 0.05; number 6, C, carries -0.43

=====

Comparing the structures above, model 1 comes out on top by 0.0349 hartree.